This record from the OMol25 dataset describes 2 unconnected molecules or ions with the total composition C25H48BBr2N3O9P2. The level of theory is the ωB97M-V functional and the def2-TZVPD basis.

Each line ends with the Löwdin charge.
Atoms and positions in Å:
C 2.90119 2.69799 1.04410  0.200
C 1.90068 2.04212 0.86042  -0.128
C 0.83177 1.06265 0.69486  -0.201
C -0.40758 1.96823 0.45973  -0.393
P -0.12045 3.25533 -0.87710  1.024
C 0.83632 2.40513 -2.24467  -0.250
C -1.83573 3.60023 -1.47259  -0.421
C -1.91734 4.91570 -2.23442  -0.164
O -1.62434 1.25472 0.24205  -0.137
C -1.66286 -0.02605 0.78764  -0.496
C -3.18054 -0.24459 1.08298  -0.134
C -4.11800 0.32252 -0.00153  -0.133
C -5.19707 -0.73017 -0.44169  -0.073
C -5.04381 -0.92633 -1.93383  -0.551
O -5.43821 -0.10776 -2.71780  0.118
O -4.41207 -2.04971 -2.35754  0.055
P -1.27117 -1.18791 -0.67109  0.829
N -1.88045 -0.64284 -2.02001  -0.240
C -0.85712 -0.10530 2.11224  -0.168
C -1.14599 -1.27144 3.08201  -0.611
Br -1.38188 -3.02218 2.24915  0.853
C -2.33101 -0.95540 4.09124  -0.702
C -3.48792 -1.94398 4.10426  -0.218
Br -1.61119 -1.00179 5.93294  0.787
N 0.63933 0.21422 1.98986  -0.083
C 1.46605 -1.00753 1.84019  -0.110
C 2.94457 -0.84457 1.45748  -0.145
C 3.23404 -1.04952 -0.04574  -0.197
C 4.70739 -1.37784 -0.32743  -0.190
C 4.98269 -2.82805 -0.75443  -0.201
C 4.01630 -3.37212 -1.81458  -0.228
C 3.87992 -2.49716 -3.07099  -0.213
C 3.33739 -3.37436 -4.21400  -0.270
C 3.45371 -2.70816 -5.60079  -0.110
O 0.99980 1.14497 2.96023  0.138
B 1.49561 0.76528 4.22577  -0.790
O 2.69277 0.13963 4.44254  0.217
O 0.76257 1.10319 5.33095  0.164
H 3.70988 3.23060 1.47401  0.059
H 0.97945 0.44097 -0.18172  0.106
H -0.51085 2.54652 1.38690  0.134
H 0.51951 2.84027 -3.18761  0.040
H 1.88996 2.57194 -2.03651  0.019
H 0.64186 1.32756 -2.19253  0.010
H -2.49341 3.61623 -0.60155  0.070
H -2.13231 2.73514 -2.07892  0.073
H -1.27089 4.90995 -3.11542  0.060
H -1.66767 5.71142 -1.53952  0.052
H -2.95013 5.03827 -2.54579  0.075
H -3.36181 0.32040 1.99693  0.123
H -3.40681 -1.30050 1.20655  0.066
H -3.64415 0.68683 -0.90559  0.089
H -4.68977 1.14358 0.42205  0.126
H -5.03258 -1.71290 0.00521  0.108
H -6.19924 -0.34952 -0.28076  0.122
H -3.75727 -1.80472 -3.02142  0.092
H -1.80709 -2.47663 -0.46902  -0.013
H 0.12006 -1.35949 -0.89694  0.009
H -1.14273 -0.48249 -2.69591  -0.017
H -1.22175 0.74999 2.68706  0.167
H -0.31503 -1.43172 3.76073  0.030
H -2.67590 0.06361 3.96813  0.080
H -3.21080 -2.90343 4.52644  0.058
H -4.22567 -1.53612 4.79971  0.083
H -3.99904 -2.04807 3.15134  0.059
H 1.43519 -1.69448 2.68268  0.125
H 1.00853 -1.59058 1.04099  0.089
H 3.50704 -1.63927 1.95361  0.128
H 3.39769 0.07049 1.82903  0.109
H 2.53379 -1.81732 -0.38752  0.087
H 2.97993 -0.14681 -0.60801  0.101
H 5.04663 -0.72721 -1.13494  0.108
H 5.31663 -1.11441 0.54023  0.113
H 4.95787 -3.50805 0.10162  0.108
H 5.98753 -2.85019 -1.18044  0.112
H 3.04073 -3.58571 -1.37103  0.103
H 4.40232 -4.34054 -2.14183  0.106
H 4.81674 -2.04624 -3.39598  0.120
H 3.09169 -1.75995 -2.89546  0.106
H 3.87144 -4.32554 -4.26501  0.100
H 2.29184 -3.64347 -4.04815  0.105
H 2.63256 -3.05338 -6.23235  0.066
H 4.35448 -3.04523 -6.11040  0.068
H 3.39031 -1.62165 -5.56363  0.069
H 2.49975 -0.62152 5.00670  0.134
H 0.43757 2.00596 5.19265  0.136
N -3.83069 6.73501 0.29166  -0.638
O -4.64825 7.24575 1.07128  -0.068
O -3.78338 7.09021 -0.90442  -0.079
O -3.04117 5.83929 0.70245  -0.121

Summary:
net charge = 0
HOMO level = -0.2285 hartree
multiplicity = 1
LUMO = -1.043 eV
maximum force = 2.56 eV/A


This record from the OMol25 dataset describes a molecular structure, C40H54BiN16O5PS. The level of theory is the ωB97M-V functional and the def2-TZVPD basis.

Each line ends with the Löwdin charge.
Atoms and positions in Å:
Bi 11.11032 11.72226 10.67256  2.002
O 10.35392 10.51195 6.01582  0.144
C 10.44162 11.07852 7.21043  -0.535
O 11.46149 11.12791 7.84541  0.027
C 9.17276 11.49744 7.69543  -0.198
C 8.07374 11.74756 6.83057  0.065
C 6.88110 12.18990 7.39879  -0.006
C 6.79131 12.29517 8.74878  0.031
C 7.92614 12.11882 9.50157  -0.185
N 9.10438 11.78032 8.98067  0.100
C 7.88400 12.11997 10.99379  -0.573
O 6.82944 12.22120 11.54754  0.141
O 9.10296 11.95515 11.54712  -0.316
H 11.20838 10.04116 5.77110  0.183
H 8.20391 11.59873 5.77499  0.125
H 5.99481 12.41790 6.76186  0.146
H 5.88615 12.48919 9.27818  0.133
N 11.30434 8.07936 12.55206  0.172
C 12.58697 8.43944 12.40068  -0.432
N 13.47963 7.71662 13.15790  0.178
C 14.75904 8.03643 12.95230  -0.425
N 15.72621 7.46966 13.67704  0.185
N 15.13550 9.06397 12.11297  0.171
C 14.18307 9.74694 11.50111  -0.325
N 12.84632 9.53504 11.62910  0.079
C 14.71457 10.72208 10.51234  -0.249
C 16.01376 10.66846 10.06058  0.006
C 16.43771 11.68085 9.23526  -0.036
C 15.59441 12.69788 8.85238  -0.019
C 14.26465 12.65055 9.30888  -0.114
N 13.88334 11.69188 10.17610  0.044
H 11.09361 7.31913 13.26167  0.160
H 10.58614 8.40506 11.91566  0.069
H 15.43478 6.58351 14.07882  0.125
H 16.63469 7.49630 13.26094  0.111
H 16.69267 9.89762 10.43220  0.125
H 17.42893 11.61003 8.71937  0.142
H 15.94699 13.40857 8.19479  0.087
H 13.48753 13.29451 8.91475  0.073
C 11.19412 11.48952 14.12369  -0.138
N 11.83607 12.44349 13.07865  -0.140
C 11.25852 13.74832 13.40915  -0.262
N 11.47485 14.21502 14.73319  -0.053
C 10.88434 13.23936 15.66420  -0.168
N 11.43744 11.93114 15.48540  -0.074
C 12.88314 12.02555 15.73540  -0.158
N 13.50629 12.92260 14.82739  -0.104
C 13.34412 12.49303 13.48184  -0.135
C 12.96543 14.23194 14.96954  -0.133
H 11.51568 10.42331 14.01876  0.121
H 10.11323 11.54213 13.85383  0.126
H 10.23150 13.69099 13.23425  0.090
H 11.70264 14.52808 12.74906  0.119
H 9.84553 13.30569 15.48300  0.120
H 11.02025 13.65249 16.68197  0.148
H 13.17657 10.99011 15.57622  0.128
H 13.19952 12.29084 16.79512  0.166
H 13.71177 11.47920 13.27809  0.110
H 13.89857 13.19995 12.84323  0.119
H 13.45276 14.86594 14.24301  0.124
H 13.23879 14.61084 15.90831  0.120
N 12.26272 8.47607 8.57399  0.094
C 10.98058 8.22026 8.91729  -0.716
N 10.22445 8.89700 9.71507  0.030
C 8.93957 8.30824 9.77474  -0.299
C 7.92448 8.67676 10.65325  -0.013
C 6.68276 7.96285 10.62788  -0.026
C 6.63044 6.89075 9.74574  -0.107
C 7.65527 6.36911 9.06431  -0.092
C 8.83512 7.08289 9.06495  -0.439
S 10.28023 6.83357 8.06622  1.097
H 12.82255 9.11454 9.18569  0.092
H 12.81694 7.73838 8.17874  0.094
H 7.84809 9.52691 11.26900  0.076
H 5.83399 8.26075 11.25414  0.122
H 5.69842 6.38672 9.80120  0.106
H 7.65985 5.40079 8.56637  0.128
O 11.52596 13.68886 10.00513  -0.533
P 11.43060 15.11451 9.36119  0.592
N 10.43322 16.09950 10.23825  -0.182
C 10.51766 17.55301 10.30447  -0.208
C 9.53179 17.97043 11.33493  -0.178
C 9.30361 16.73300 12.17479  -0.144
C 9.26024 15.59866 11.12054  -0.103
N 12.96513 15.61036 9.31510  -0.195
C 13.67810 15.58158 10.65414  -0.169
C 14.93002 16.45149 10.36788  -0.131
C 14.40079 17.43823 9.27402  -0.148
C 13.61178 16.52900 8.36304  -0.188
N 10.88312 14.97907 7.85876  -0.175
C 11.61074 14.61282 6.62003  -0.197
C 11.02818 15.44855 5.56702  -0.160
C 9.50708 15.51773 5.97543  -0.127
C 9.54586 15.48329 7.48362  -0.186
H 10.47131 18.00257 9.30982  0.121
H 11.48014 17.82204 10.79080  0.115
H 8.66589 18.40899 10.86105  0.121
H 10.00189 18.76801 11.89648  0.121
H 8.43165 16.75095 12.85430  0.132
H 10.17469 16.59139 12.83079  0.111
H 8.33699 15.66518 10.54662  0.117
H 9.48513 14.57903 11.41892  0.066
H 14.06779 14.57588 10.97432  0.097
H 13.04523 16.07334 11.43288  0.113
H 15.79754 15.82905 10.04789  0.123
H 15.12020 17.02080 11.25874  0.105
H 15.14574 18.13342 8.81421  0.138
H 13.75828 18.14190 9.71566  0.084
H 14.20272 15.89654 7.67019  0.113
H 12.87877 17.04307 7.72978  0.119
H 11.41920 13.57254 6.43569  0.096
H 12.78880 14.73964 6.76407  0.147
H 11.28721 15.04751 4.62403  0.106
H 11.54068 16.43047 5.54461  0.124
H 8.99070 14.65388 5.56603  0.096
H 8.96801 16.42207 5.50274  0.149
H 8.72942 14.87964 7.99183  0.123
H 9.47469 16.51665 7.91520  0.113

Summary:
net charge = +2
HOMO level = -0.4649 hartree
multiplicity = 1
LUMO = -5.137 eV
maximum force = 3.70 eV/A


This record from the OMol25 dataset describes a molecular structure, C50H63Cl2N4O5PSScSi. The level of theory is the ωB97M-V functional and the def2-TZVPD basis.

Each line ends with the Löwdin charge.
Atoms and positions in Å:
Sc -0.25722 0.39240 0.44115  0.989
C -1.13389 0.80501 4.21966  -0.008
C -2.09723 0.00715 3.37915  -0.333
C -3.12812 -0.71921 3.94945  -0.071
C -3.98421 -1.42576 3.09567  -0.087
C -3.81347 -1.37809 1.73608  -0.038
C -2.73052 -0.62363 1.19972  -0.452
N -1.90524 0.03466 2.06135  0.064
N -2.37055 -0.49871 -0.08371  -0.089
Si -3.41846 -0.81071 -1.40501  0.441
C -5.13557 -0.06211 -1.22179  -0.167
C -3.74819 -2.65035 -1.72042  -0.170
C -2.74455 -0.08839 -3.02729  -0.320
H -1.67713 1.50391 4.85874  0.075
H -0.46234 1.37195 3.57643  0.061
H -0.54031 0.15251 4.86430  0.080
H -3.26035 -0.73003 5.02335  0.098
H -4.79436 -2.01342 3.51433  0.099
H -4.45922 -1.93196 1.06662  0.088
H -5.62681 -0.29921 -0.27194  0.018
H -5.75555 -0.46900 -2.02703  0.028
H -5.10052 1.02407 -1.34594  0.009
H -3.61016 -3.25748 -0.82000  0.016
H -3.07551 -3.04769 -2.48557  0.011
H -4.77563 -2.79434 -2.06627  0.022
H -1.36351 1.24040 -3.80947  0.048
H -3.61961 0.32303 -3.55137  0.071
H -2.36146 -0.90425 -3.65109  0.050
Cl 4.02798 -2.36600 6.15136  0.621
C 3.27141 -1.54606 4.80510  -0.671
C 3.84572 -0.36288 4.31549  -0.126
C 3.27264 0.30835 3.27123  -0.553
Cl 4.02330 1.75538 2.67809  0.728
C 2.06002 -0.13797 2.64496  -0.381
O 1.48291 0.53527 1.73847  -0.135
C 1.56277 -1.38153 3.13570  -0.137
C 0.47772 -2.02220 2.44904  -0.190
O 0.01093 -1.67211 1.37274  -0.071
C 2.15051 -2.05347 4.21834  -0.070
H 4.75135 0.02212 4.76519  0.103
H 0.08126 -2.94093 2.91669  0.140
H 1.71953 -2.98614 4.56608  0.117
C 2.46693 2.75953 -3.61650  -0.055
C 3.03313 2.26197 -2.27916  -0.625
C 4.39733 1.59974 -2.50894  -0.065
C 3.19737 3.45156 -1.32005  -0.046
C 2.08057 1.31130 -1.68288  -0.146
C 1.16844 0.66169 -1.19729  -0.092
H 3.16224 3.46532 -4.08304  0.077
H 1.50830 3.25707 -3.45911  0.081
H 2.30582 1.92223 -4.29845  0.080
H 5.11813 2.34283 -2.86335  0.078
H 4.32439 0.80488 -3.25435  0.075
H 4.77281 1.16409 -1.58065  0.082
H 3.85584 4.20562 -1.76334  0.081
H 3.62630 3.11890 -0.37288  0.075
H 2.22853 3.90806 -1.10646  0.081
C -1.81581 5.59847 3.87284  -0.065
O -2.18656 5.19881 2.56897  -0.085
C -3.04287 4.15706 2.42454  -0.207
C -3.71913 3.56925 3.48803  -0.023
C -4.65880 2.57342 3.25914  -0.082
C -4.92756 2.15321 1.96668  -0.073
C -4.23162 2.71376 0.91012  0.005
C -3.28071 3.70014 1.12252  -0.135
N -2.71508 4.29677 -0.03471  0.103
C -1.54774 4.84276 -0.19697  -0.026
C -0.40287 4.76365 0.65168  -0.152
C 0.40418 5.90903 0.78176  -0.058
C 1.48329 5.93431 1.62520  -0.111
C 1.80371 4.76043 2.33626  -0.088
C 1.09012 3.60321 2.17122  -0.022
C -0.02401 3.53336 1.28994  -0.326
O -0.59003 2.42796 0.96880  -0.167
H -1.09206 6.39856 3.74286  0.092
H -1.34491 4.77579 4.41695  0.098
H -2.67358 5.96818 4.44063  0.090
H -3.52973 3.90115 4.49825  0.099
H -5.18150 2.13378 4.09927  0.103
H -5.65751 1.37914 1.77666  0.100
H -4.39724 2.39631 -0.11336  0.082
H -3.24023 4.05992 -0.94978  0.105
H -1.47083 5.41511 -1.11908  0.148
H 0.12173 6.80269 0.23289  0.113
H 2.07712 6.83132 1.73818  0.089
H 2.66374 4.75307 2.99771  0.094
H 1.39221 2.69135 2.66203  0.068
C 1.02414 -5.97841 -1.86936  -0.097
C 0.65629 -4.76014 -1.02158  -0.691
C 0.97218 -5.06025 0.44989  -0.100
C -0.85613 -4.53573 -1.14872  -0.125
P 1.36571 -3.04879 -1.41214  1.177
C 1.10214 -2.88930 -3.22792  -0.351
C 1.59717 -3.73879 -4.22254  -0.108
C 1.35272 -3.48550 -5.56466  -0.096
C 0.61231 -2.37025 -5.94004  -0.097
C 0.12768 -1.50947 -4.96749  -0.081
C 0.37052 -1.76487 -3.62204  -0.095
C 3.24851 -3.04567 -1.22306  -0.683
C 4.00803 -4.35527 -1.41031  -0.097
C 3.79389 -1.99238 -2.19500  -0.105
C 3.48339 -2.51813 0.20573  -0.106
H 0.52926 -6.85911 -1.44113  0.081
H 2.09355 -6.18159 -1.88829  0.058
H 0.66576 -5.87667 -2.89305  0.067
H 0.33010 -5.87384 0.80479  0.084
H 0.78301 -4.18529 1.07348  0.045
H 2.00930 -5.36860 0.59326  0.066
H -1.39812 -5.42019 -0.79362  0.088
H -1.13853 -4.36276 -2.18953  0.071
H -1.18327 -3.67288 -0.56249  0.064
H 2.20348 -4.59434 -3.95551  0.086
H 1.74411 -4.15806 -6.31952  0.095
H 0.42627 -2.16912 -6.98822  0.095
H -0.44070 -0.63110 -5.25020  0.096
H 0.00611 -1.07213 -2.86974  0.060
H 3.89608 -4.75069 -2.42239  0.065
H 3.69670 -5.12178 -0.70052  0.058
H 5.07698 -4.17089 -1.24668  0.083
H 3.81879 -2.36140 -3.22184  0.076
H 4.81472 -1.72418 -1.89982  0.085
H 3.18668 -1.08318 -2.17071  0.050
H 3.10746 -3.21385 0.96293  0.068
H 2.97833 -1.55872 0.34703  0.067
H 4.55557 -2.37458 0.38291  0.086
O -3.34247 2.91367 -2.19521  -0.717
S -1.93778 2.22514 -1.85595  0.738
N -1.68019 0.91970 -2.90110  -0.421

Summary:
net charge = -1
HOMO level = -0.1242 hartree
relative energy (zero: lowest compared OMol25 entry of this formula, charge and spin) = 20.2 kcal per mole
multiplicity = 1
LUMO = 1.956 eV
maximum force = 1.07 eV/A